{
  "formula": "C38H47NO27",
  "method": "ωB97M-V with the def2-TZVPD basis set",
  "smiles": "C=Cc1c(CC(C)C)ccc2c1C(=O)N(O)C2=O.O=C1OCCO1.O=C1OCCO1.O=C1OCCO1.O=C1OCCO1.O=C1OCCO1.O=C1OCCO1.O=C1OCCO1.O=C1OCCO1",
  "e_homo_ev": -9.19,
  "e_tot_ev": -96940.1146,
  "fmax_ev_per_a": 1.13,
  "elements": ["C", "C", "C", "C", "C", "C", "C", "C", "C", "C", "C", "C", "C", "O", "N", "O", "C", "O", "H", "H", "H", "H", "H", "H", "H", "H", "H", "H", "H", "H", "H", "H", "H", "C", "C", "O", "C", "O", "O", "H", "H", "H", "H", "C", "C", "O", "C", "O", "O", "H", "H", "H", "H", "C", "C", "O", "C", "O", "O", "H", "H", "H", "H", "C", "C", "O", "C", "O", "O", "H", "H", "H", "H", "C", "C", "O", "C", "O", "O", "H", "H", "H", "H", "C", "C", "O", "C", "O", "O", "H", "H", "H", "H", "C", "C", "O", "C", "O", "O", "H", "H", "H", "H", "C", "C", "O", "C", "O", "O", "H", "H", "H", "H"],
  "xyz": [[4.320, 0.014, 2.572], [4.325, 1.326, 2.380], [4.287, 1.910, 1.015], [3.153, 1.847, 0.170], [1.852, 1.214, 0.623], [0.768, 2.300, 0.879], [-0.260, 1.813, 1.897], [1.379, 3.616, 1.416], [3.184, 2.386, -1.119], [4.329, 3.014, -1.602], [5.418, 3.104, -0.764], [5.411, 2.559, 0.514], [6.740, 2.833, 1.153], [7.190, 2.521, 2.214], [7.389, 3.618, 0.205], [8.730, 3.898, 0.338], [6.743, 3.742, -1.008], [7.162, 4.280, -1.993], [4.609, -0.441, 3.508], [4.007, -0.666, 1.791], [4.374, 1.995, 3.230], [1.995, 0.608, 1.508], [1.554, 0.569, -0.204], [0.324, 2.539, -0.088], [-0.946, 2.630, 2.099], [0.274, 1.603, 2.824], [-0.802, 0.936, 1.567], [1.714, 4.243, 0.593], [2.160, 3.430, 2.151], [0.591, 4.159, 1.942], [2.288, 2.308, -1.718], [4.374, 3.427, -2.600], [8.865, 4.750, -0.099], [0.665, 8.475, 3.357], [-0.653, 8.484, 4.101], [-1.146, 7.159, 3.862], [-0.091, 6.362, 3.588], [-0.138, 5.176, 3.508], [1.036, 7.093, 3.414], [1.425, 9.096, 3.825], [0.560, 8.769, 2.311], [-0.529, 8.624, 5.173], [-1.349, 9.229, 3.726], [-3.003, -2.228, -0.335], [-3.691, -2.248, 1.011], [-3.381, -0.949, 1.530], [-3.120, -0.128, 0.484], [-2.989, 1.050, 0.569], [-3.023, -0.834, -0.668], [-3.526, -2.812, -1.086], [-1.965, -2.562, -0.279], [-4.774, -2.346, 0.925], [-3.315, -3.025, 1.671], [-2.765, -4.477, -4.918], [-1.951, -5.383, -4.028], [-2.578, -5.186, -2.749], [-3.840, -4.771, -2.966], [-4.675, -4.683, -2.115], [-4.043, -4.465, -4.262], [-2.857, -4.858, -5.932], [-2.374, -3.460, -4.948], [-2.040, -6.435, -4.304], [-0.903, -5.110, -3.991], [-6.814, -7.286, -2.690], [-8.151, -7.404, -1.991], [-8.554, -8.736, -2.323], [-7.439, -9.455, -2.613], [-7.418, -10.631, -2.764], [-6.358, -8.643, -2.704], [-6.114, -6.646, -2.161], [-6.910, -6.937, -3.720], [-8.064, -7.322, -0.906], [-8.883, -6.682, -2.344], [2.013, -2.737, -6.858], [2.824, -3.636, -5.949], [2.176, -3.453, -4.685], [0.909, -3.046, -4.916], [0.062, -2.967, -4.084], [0.730, -2.742, -6.222], [1.939, -3.111, -7.875], [2.390, -1.714, -6.880], [2.755, -4.689, -6.230], [3.871, -3.353, -5.887], [-0.533, 7.396, 8.692], [-1.852, 7.380, 9.435], [-2.477, 8.583, 8.975], [-1.943, 8.904, 7.775], [-2.355, 9.749, 7.049], [-0.863, 8.127, 7.506], [-0.170, 6.403, 8.441], [0.247, 7.936, 9.232], [-2.479, 6.531, 9.156], [-1.736, 7.397, 10.515], [-6.512, -4.453, -7.932], [-7.335, -5.198, -6.902], [-6.567, -6.390, -6.703], [-5.286, -6.127, -7.049], [-4.369, -6.852, -6.841], [-5.188, -4.922, -7.660], [-6.566, -3.373, -7.823], [-6.777, -4.723, -8.955], [-7.403, -4.661, -5.954], [-8.336, -5.441, -7.247], [8.411, -0.112, 4.023], [7.145, 0.029, 4.832], [6.553, -1.268, 4.696], [7.540, -2.156, 4.411], [7.401, -3.335, 4.402], [8.699, -1.512, 4.137], [9.234, 0.481, 4.414], [8.263, 0.136, 2.972], [7.340, 0.217, 5.890], [6.483, 0.801, 4.448]]
}